{
  "formula": "C44H49Cl2N4NaO5P2S2",
  "method": "ωB97M-V/def2-TZVPD",
  "e_above_lowest_kj_mol": 0.0,
  "lumo_ev": 3.62,
  "e_homo_ha": -0.02047,
  "charge": -2,
  "species": ["Na", "S", "P", "C", "P", "S", "C", "C", "C", "C", "C", "C", "C", "C", "C", "C", "C", "C", "C", "C", "C", "C", "C", "C", "C", "C", "C", "C", "C", "C", "H", "H", "H", "H", "H", "H", "H", "H", "H", "H", "H", "H", "H", "H", "H", "H", "H", "H", "H", "H", "C", "O", "C", "C", "O", "C", "H", "H", "H", "H", "H", "H", "H", "H", "H", "H", "C", "C", "N", "C", "C", "C", "O", "C", "C", "C", "C", "N", "C", "H", "H", "H", "H", "H", "H", "H", "H", "H", "H", "H", "H", "H", "H", "Cl", "C", "Cl", "C", "O", "O", "H", "N", "C", "C", "N", "C", "H", "H", "H", "H"],
  "coordinates": [[-0.25188, 2.54987, -1.06408], [2.13062, 2.01617, -2.51982], [2.32121, 0.13046, -1.84446], [1.81345, -0.28816, -0.26383], [2.77627, -1.45217, 0.61765], [0.09825, 0.08210, 0.12764], [2.52280, -0.99925, 2.38485], [2.60017, 0.35462, 2.72749], [2.64139, 0.74802, 4.05639], [2.58074, -0.19645, 5.07699], [2.46983, -1.54053, 4.74976], [2.44506, -1.93587, 3.41579], [1.83768, -3.05365, 0.55663], [2.45024, -4.13458, -0.07737], [1.75811, -5.31473, -0.32341], [0.42778, -5.42813, 0.05729], [-0.20143, -4.36300, 0.69220], [0.50105, -3.19107, 0.94628], [4.08466, -0.33922, -2.01069], [4.48912, -1.56294, -2.53446], [5.83607, -1.89483, -2.58838], [6.79106, -1.00745, -2.11185], [6.39355, 0.21687, -1.59026], [5.04779, 0.55138, -1.54702], [1.54464, -0.95538, -3.11655], [0.76532, -2.02639, -2.69285], [0.21789, -2.90650, -3.61940], [0.45021, -2.72356, -4.97604], [1.22547, -1.65124, -5.40496], [1.76237, -0.76802, -4.47861], [2.62235, 1.09336, 1.93096], [2.71332, 1.80302, 4.29735], [2.60757, 0.11518, 6.11544], [2.40938, -2.28818, 5.53451], [2.37278, -2.99042, 3.17383], [3.48227, -4.03145, -0.39861], [2.25382, -6.14057, -0.82261], [-0.12072, -6.34196, -0.14472], [-1.24477, -4.42544, 0.97905], [0.00938, -2.34368, 1.40995], [3.74636, -2.26682, -2.89060], [6.13815, -2.85444, -2.99250], [7.84270, -1.26953, -2.14622], [7.13397, 0.91319, -1.21369], [4.72377, 1.50615, -1.15044], [0.57614, -2.14777, -1.63278], [-0.39294, -3.73300, -3.27396], [0.02575, -3.41135, -5.69939], [1.40714, -1.50199, -6.46394], [2.35049, 0.08361, -4.80182], [-2.19879, -0.28971, -2.65331], [-1.17239, 0.63301, -2.92941], [-1.15023, 1.11993, -4.24647], [-2.09615, 2.28382, -4.43521], [-1.66053, 3.31830, -3.59157], [-2.49571, 4.44933, -3.63037], [-2.17070, -1.12427, -3.36591], [-3.19358, 0.17551, -2.68462], [-2.00364, -0.66367, -1.64734], [-1.38005, 0.32021, -4.96501], [-0.12864, 1.46628, -4.41846], [-3.13064, 2.00240, -4.18339], [-2.08461, 2.60872, -5.48836], [-2.52569, 4.87859, -4.64284], [-2.09135, 5.17214, -2.92772], [-3.51891, 4.19650, -3.32576], [-2.40301, -3.27442, 4.92805], [-1.49893, -2.59039, 3.90965], [-2.17917, -1.51495, 3.19605], [-2.17326, -0.21082, 3.85591], [-0.82725, 0.49602, 3.80057], [-2.92207, -1.85896, 2.11811], [-3.09835, -3.03569, 1.80623], [-3.57162, -0.78962, 1.28598], [-4.79308, -1.09075, 0.70181], [-5.40655, -0.14844, -0.10785], [-4.76318, 1.06139, -0.31284], [-3.57316, 1.35044, 0.20755], [-2.98861, 0.43978, 0.98243], [-1.85295, -4.05257, 5.46197], [-3.25014, -3.73582, 4.42050], [-2.78084, -2.56307, 5.66637], [-1.14657, -3.31489, 3.17952], [-0.61883, -2.16099, 4.38964], [-2.46640, -0.37716, 4.89994], [-2.95476, 0.40620, 3.41876], [-0.06650, -0.05002, 4.35979], [-0.91803, 1.49225, 4.24073], [-0.46566, 0.59362, 2.77236], [-5.23529, -2.06221, 0.88090], [-6.36202, -0.34546, -0.57657], [-5.21226, 1.83626, -0.92713], [-1.99901, 0.69026, 1.34769], [-4.66071, 5.18171, -0.60983], [-3.31856, 4.66962, 0.46959], [-3.73602, 5.03795, 2.16014], [-2.00029, 5.35095, 0.00568], [-1.77422, 6.51109, 0.38254], [-1.31127, 4.61945, -0.73619], [-3.25404, 3.59157, 0.37893], [0.70162, 5.37697, 1.25398], [0.20324, 4.63855, 2.29577], [1.01445, 3.54541, 2.39664], [1.99637, 3.58892, 1.43398], [1.76057, 4.69183, 0.76252], [0.16217, 6.10239, 0.78584], [-0.68839, 4.93625, 2.82131], [0.93450, 2.71484, 3.07734], [2.31331, 5.02107, -0.10334]],
  "forces_ev_per_a": [[-0.056, -0.080, -0.178], [-0.020, 0.031, 0.009], [-0.005, 0.002, 0.088], [-0.028, -0.002, -0.124], [0.054, -0.046, 0.020], [0.015, 0.039, 0.103], [0.007, 0.030, 0.007], [-0.018, 0.006, -0.025], [0.016, 0.002, 0.010], [0.001, 0.010, -0.003], [-0.010, -0.012, -0.008], [0.007, 0.018, -0.023], [-0.029, 0.009, 0.020], [-0.017, -0.012, -0.008], [0.021, 0.004, -0.009], [-0.013, -0.014, 0.008], [0.006, 0.032, 0.007], [0.026, 0.021, 0.019], [0.006, -0.024, -0.008], [-0.008, 0.024, 0.003], [0.019, -0.006, 0.004], [0.000, -0.019, -0.007], [-0.031, 0.017, 0.003], [0.016, -0.003, 0.006], [-0.027, 0.005, 0.023], [0.012, -0.010, -0.004], [-0.013, 0.010, -0.006], [0.001, -0.002, 0.007], [0.003, 0.012, -0.013], [-0.014, -0.005, 0.001], [0.017, 0.014, 0.017], [0.005, -0.006, -0.003], [0.001, -0.001, -0.002], [0.001, 0.001, -0.006], [-0.011, -0.019, -0.009], [0.001, -0.001, -0.001], [0.002, 0.000, 0.001], [-0.001, 0.003, 0.000], [-0.009, -0.019, -0.014], [-0.001, -0.025, -0.009], [0.004, 0.001, 0.008], [0.002, 0.001, 0.001], [-0.002, 0.000, 0.001], [-0.002, -0.002, 0.000], [0.004, 0.003, 0.003], [0.003, -0.001, 0.009], [0.006, 0.002, 0.000], [0.002, 0.001, -0.002], [0.000, -0.001, 0.003], [0.001, 0.003, -0.005], [-0.022, 0.013, 0.028], [-0.004, 0.091, 0.006], [0.013, -0.038, -0.018], [-0.008, -0.012, 0.057], [0.021, 0.103, 0.015], [-0.009, -0.010, -0.031], [0.003, -0.002, 0.000], [0.010, -0.001, -0.014], [0.002, -0.013, -0.014], [-0.005, -0.004, 0.001], [0.011, -0.008, -0.006], [0.002, -0.004, -0.007], [0.001, 0.000, -0.003], [0.000, -0.002, 0.002], [-0.007, 0.002, 0.000], [0.003, 0.000, 0.002], [-0.006, -0.003, 0.008], [-0.001, -0.012, -0.003], [0.029, 0.012, 0.007], [-0.001, 0.024, 0.009], [-0.022, -0.013, -0.028], [-0.005, -0.048, 0.032], [0.000, 0.019, -0.010], [-0.006, 0.016, -0.027], [-0.018, 0.042, -0.013], [-0.010, -0.018, 0.005], [0.032, 0.005, 0.008], [-0.014, 0.041, -0.021], [0.021, -0.024, 0.003], [0.001, 0.011, -0.004], [-0.002, 0.002, -0.001], [0.002, -0.006, -0.001], [-0.008, 0.004, 0.001], [0.001, 0.000, 0.001], [-0.001, 0.005, 0.000], [0.001, -0.007, 0.001], [0.008, 0.008, -0.008], [-0.006, -0.010, 0.020], [0.009, -0.025, 0.019], [0.010, -0.008, 0.008], [-0.002, -0.001, 0.005], [-0.003, -0.009, 0.003], [-0.015, 0.004, -0.012], [0.008, -0.003, 0.011], [0.016, -0.004, 0.000], [-0.010, 0.005, 0.021], [0.025, 0.155, -0.133], [0.029, -0.092, 0.047], [-0.043, -0.175, 0.037], [0.006, -0.028, -0.001], [-0.005, 0.044, 0.049], [-0.058, -0.026, 0.000], [0.032, 0.022, -0.013], [-0.006, 0.103, 0.080], [0.030, -0.059, -0.056], [0.013, -0.048, 0.018], [0.010, -0.004, -0.009], [0.007, 0.001, 0.010], [-0.003, -0.007, 0.004]],
  "lowdin_charge": [0.11, 0.26, 0.41, -1.09, 0.94, 0.50, -0.37, -0.11, -0.12, -0.14, -0.13, -0.11, -0.38, -0.13, -0.12, -0.12, -0.09, -0.12, -0.36, -0.10, -0.11, -0.12, -0.10, -0.11, -0.34, -0.08, -0.09, -0.12, -0.11, -0.12, 0.08, 0.09, 0.09, 0.09, 0.09, 0.08, 0.08, 0.08, 0.08, 0.05, 0.10, 0.09, 0.09, 0.09, 0.09, 0.07, 0.10, 0.09, 0.09, 0.09, -0.11, -0.23, -0.21, -0.22, -0.18, -0.11, 0.08, 0.07, 0.05, 0.13, 0.10, 0.12, 0.12, 0.08, 0.07, 0.07, -0.07, -0.20, -0.04, -0.20, -0.08, -0.40, 0.03, -0.10, -0.01, -0.06, -0.15, 0.09, -0.12, 0.07, 0.07, 0.06, 0.10, 0.11, 0.11, 0.11, 0.05, 0.08, 0.02, 0.11, 0.09, 0.10, 0.03, 0.55, -0.98, 0.55, -0.81, -0.06, -0.06, 0.01, 0.05, -0.12, -0.17, 0.07, -0.22, 0.11, 0.09, 0.06, 0.11]
}